Record 1
Here is 7 unconnected molecules or ions with the total composition C43H75N2O21P2 from the Open Molecules 2025 dataset. Energies are from ωB97M-V with the def2-TZVPD basis set.

The geometry in XYZ format:
```
143
Properties=species:S:1:pos:R:3:forces:R:3
C 4.253490 2.098918 -1.317143 0.4 0.7 -0.6
C 3.640314 3.494050 -1.572374 -0.2 -0.6 1.0
C 2.130678 3.434924 -1.865976 -0.2 1.0 -0.1
C 1.742546 3.726412 -3.329748 0.2 -0.6 -0.1
C 1.028154 2.556852 -4.017820 0.2 0.2 0.2
C -0.465302 2.418454 -3.599241 0.9 -0.3 0.2
C -0.751295 1.119778 -2.922765 0.3 0.8 0.2
N -0.476320 -0.058933 -3.359833 -0.4 0.2 0.3
C 0.097034 -0.417126 -4.659982 -0.5 0.0 -0.7
C -0.798394 0.039099 -5.821476 0.3 -0.5 -0.5
O -0.272801 1.176919 -6.483947 -0.1 0.1 0.5
C -0.833042 -1.051939 -2.311402 1.6 -0.6 1.1
P -0.895282 -2.858589 -2.703582 -1.5 -0.8 -1.9
C 0.811344 -3.444455 -3.074927 0.6 0.3 1.0
C 1.944115 -2.955020 -2.148261 0.1 0.0 -0.1
C -1.315655 -3.676353 -1.106213 0.8 0.7 0.4
C -0.700508 -3.074306 0.185611 -0.1 -0.9 -0.3
C -1.952122 -0.396226 -1.530211 0.9 -0.7 0.1
C -1.474103 1.106009 -1.568904 -4.0 -1.7 0.1
N -2.672427 1.917734 -1.835432 2.1 2.0 -0.3
C -3.084594 2.893427 -1.109649 0.1 -0.3 0.3
C -3.198541 4.285676 -1.657272 -1.5 -0.5 -0.4
C -3.544876 2.714744 0.329611 0.0 -0.2 -0.7
P -0.471006 1.306761 -0.005080 2.9 -1.2 -0.1
O -1.325591 0.625678 1.201502 -0.6 0.8 -0.8
O -0.345832 2.910646 0.280826 -1.0 0.0 0.0
H 5.297224 2.119712 -1.633230 0.0 -0.2 0.0
H 3.734945 1.342507 -1.904822 0.1 -0.2 0.1
H 4.260154 1.853939 -0.258282 -0.3 -0.2 0.0
H 4.202079 4.049031 -2.320553 -0.2 0.0 -0.2
H 3.755537 4.044609 -0.637073 0.1 0.2 -0.1
H 1.657848 4.201505 -1.245407 -0.1 -0.1 0.1
H 1.727622 2.479171 -1.520611 0.1 -0.1 -0.1
H 2.666068 3.884622 -3.887922 0.0 0.2 -0.1
H 1.150531 4.638941 -3.411297 0.0 0.0 0.0
H 1.141111 2.654799 -5.092925 -0.3 -0.1 -0.1
H 1.577876 1.663774 -3.714590 0.0 -0.1 -0.2
H -0.675193 3.186238 -2.856274 -0.3 0.1 -0.1
H -1.135086 2.552045 -4.444564 -0.1 0.1 0.0
H 1.119495 -0.061798 -4.767368 0.0 0.1 0.1
H 0.123860 -1.497441 -4.740559 0.0 -0.1 0.5
H -0.824501 -0.783278 -6.541891 0.0 -0.1 0.0
H -1.827384 0.169652 -5.479497 0.0 0.2 0.1
H -1.003921 1.678872 -6.846713 -0.1 0.1 -0.2
H 0.016846 -0.949735 -1.619199 0.0 -0.1 0.0
H 0.740947 -4.527023 -2.949406 -0.2 0.0 -0.2
H 1.056736 -3.300964 -4.125017 -0.1 0.2 0.0
H 2.879754 -2.851741 -2.692253 0.0 0.0 0.0
H 1.747748 -1.983566 -1.692479 0.0 0.0 -0.1
H 2.108874 -3.659272 -1.333802 0.0 0.0 0.1
H -0.898693 -4.676698 -1.229688 -0.2 -0.1 -0.2
H -2.392044 -3.804927 -1.030624 -0.1 0.2 -0.1
H -0.371318 -2.043171 0.089300 -0.2 0.1 0.2
H 0.181261 -3.654955 0.446286 0.1 0.1 0.0
H -1.417713 -3.190387 0.995498 0.1 0.3 0.2
H -2.966210 -0.528527 -1.900654 0.1 0.2 -0.5
H -1.906320 -0.913713 -0.572181 -0.2 0.5 0.3
H -4.221148 4.644632 -1.508000 0.1 0.2 0.1
H -2.549561 4.973935 -1.115434 0.2 -0.1 0.0
H -3.027551 4.299460 -2.728727 0.3 0.1 0.0
H -2.791698 3.016758 1.055300 -0.2 0.1 0.1
H -4.465807 3.288746 0.426867 0.1 0.2 0.3
H -3.829624 1.665743 0.422969 0.1 0.0 0.4
H -2.273268 0.514257 1.028893 -0.1 0.1 0.4
H -0.435900 3.457145 -0.509750 0.0 0.1 0.0
C 1.096129 -2.562742 5.399941 0.2 -0.2 0.2
C 1.878939 -2.736670 4.123998 -0.3 0.1 0.3
C 1.037184 -3.021289 2.901405 0.0 0.2 -0.1
O 1.938735 -3.792310 2.092175 0.0 0.0 0.0
C 2.815416 -4.405823 2.923063 0.0 0.0 0.0
O 3.567860 -5.261078 2.583985 0.1 -0.2 0.0
O 2.709287 -3.915460 4.176490 0.1 0.1 -0.2
H 1.766663 -2.358060 6.234165 0.0 0.1 0.0
H 0.390910 -1.736737 5.307039 0.0 0.0 -0.1
H 0.549103 -3.474405 5.641911 -0.1 0.0 -0.1
H 2.532876 -1.876204 3.958594 0.0 0.0 -0.1
H 0.726377 -2.122523 2.375546 0.0 0.0 -0.1
H 0.157879 -3.629190 3.124367 0.0 0.0 0.1
C -4.690625 1.027949 5.913091 0.3 -0.2 0.3
C -4.065872 0.830170 4.558001 -0.3 0.1 0.3
C -4.959278 0.162734 3.538782 -0.1 0.2 -0.2
O -4.009324 -0.498302 2.684174 0.1 0.1 0.0
C -2.902803 -0.749164 3.432656 0.2 -0.1 0.2
O -2.004232 -1.444830 3.079130 0.0 -0.1 0.0
O -2.962521 -0.102085 4.612646 0.0 0.0 -0.3
H -3.991348 1.518238 6.588057 -0.1 0.1 0.0
H -5.584859 1.645646 5.839082 0.0 0.0 0.0
H -4.954458 0.069490 6.362297 -0.1 0.0 -0.1
H -3.679636 1.781087 4.179607 0.0 -0.1 -0.1
H -5.553088 0.873304 2.968895 0.1 -0.1 -0.1
H -5.619696 -0.588627 3.975456 0.1 0.0 0.1
C -6.852960 7.432698 -3.385164 0.1 -0.3 -0.2
C -5.709159 7.732681 -2.449570 -0.4 -0.1 -0.3
C -5.197493 9.151623 -2.518251 0.0 0.1 0.1
O -3.823427 8.992384 -2.148862 0.1 0.0 0.0
C -3.446431 7.739669 -2.474726 -0.1 0.0 -0.1
O -2.324208 7.348335 -2.470261 0.0 -0.2 0.0
O -4.528596 6.983772 -2.814609 0.2 0.3 0.2
H -7.173015 6.396318 -3.280582 -0.1 0.0 0.1
H -7.702931 8.080836 -3.173546 0.0 0.0 0.0
H -6.546686 7.572008 -4.422274 0.0 0.1 0.0
H -5.975086 7.458181 -1.424943 0.1 0.0 0.0
H -5.701238 9.823333 -1.828360 0.2 0.0 0.1
H -5.242384 9.569358 -3.526307 0.0 -0.1 0.0
C -0.817893 2.191154 10.815868 -0.3 0.0 0.1
C -1.109806 2.457911 9.361326 0.2 0.0 0.4
C -0.391290 3.653445 8.776512 0.1 0.0 -0.1
O -1.298637 4.080202 7.750561 0.0 0.0 0.1
C -2.542348 3.687984 8.116106 0.0 0.0 0.1
O -3.545488 4.044253 7.588380 -0.1 -0.1 -0.1
O -2.485997 2.836167 9.166499 0.1 0.0 -0.2
H -1.367352 1.316591 11.162043 0.1 0.0 0.0
H 0.246809 2.015566 10.968863 0.0 0.0 0.0
H -1.133501 3.034067 11.431220 0.1 0.1 -0.1
H -0.922943 1.559682 8.765805 0.0 0.0 -0.1
H 0.576525 3.404673 8.348836 -0.1 0.0 -0.2
H -0.270128 4.467086 9.494889 0.0 -0.1 0.1
C 5.140419 -9.039019 1.510796 0.2 -0.3 -0.1
C 3.990633 -8.733671 0.585960 0.3 0.0 0.3
C 2.652905 -8.582891 1.269663 -0.1 0.3 0.0
O 1.738500 -8.991627 0.242815 0.1 0.0 0.0
C 2.400324 -9.846657 -0.577650 0.1 0.0 0.0
O 1.885942 -10.509151 -1.416340 0.0 0.0 -0.1
O 3.728457 -9.834619 -0.305506 -0.1 0.1 0.0
H 6.069809 -9.129247 0.949167 0.0 0.1 0.0
H 5.255215 -8.247316 2.251103 0.0 0.0 0.0
H 4.979577 -9.988998 2.021732 -0.1 0.0 0.1
H 4.219313 -7.855407 -0.023968 -0.1 0.0 0.0
H 2.450628 -7.560141 1.578395 -0.1 0.0 -0.1
H 2.536576 -9.249868 2.127233 0.1 0.0 0.0
C 7.024416 -4.082138 -4.514304 -0.1 0.0 0.4
C 5.928583 -3.339206 -5.234029 0.4 -0.2 0.1
C 6.386344 -2.129515 -6.017586 0.0 0.0 -0.2
O 5.223558 -1.285989 -5.976750 0.0 0.0 0.1
C 4.531214 -1.602268 -4.864656 0.1 0.0 0.0
O 3.620230 -0.966364 -4.431676 -0.2 0.1 0.0
O 5.006495 -2.733052 -4.302476 -0.1 0.0 -0.1
H 6.617424 -4.938099 -3.977427 0.0 0.0 -0.1
H 7.773747 -4.439312 -5.220100 0.0 0.0 0.0
H 7.505200 -3.438123 -3.777256 0.0 0.1 -0.1
H 5.359248 -4.023703 -5.868056 -0.1 0.1 0.0
H 6.653430 -2.359775 -7.045263 -0.1 0.1 -0.1
H 7.214296 -1.602971 -5.538459 0.0 -0.1 0.1
```
Forces are in eV/Å.

E_LUMO   -2.590 eV
DFT total energy   -110357.619 eV
2S+1   1
Orbital gap   0.2836 Eh
Net charge   +1

Record 2
Here is 4 unconnected molecules or ions with the total composition C43H83NO16 from the Open Molecules 2025 dataset. Energies are from ωB97M-V with the def2-TZVPD basis set.

The geometry in XYZ format:
```
143
Properties=species:S:1:pos:R:3:forces:R:3
C 7.760964 3.633680 -0.620826 0.1 -0.3 -0.1
C 7.746101 3.255477 -2.104959 -0.8 -0.1 0.8
C 6.293314 3.061810 -2.545779 0.6 0.2 -0.5
C 6.188697 2.468980 -3.947157 -0.9 -0.4 0.5
C 4.781674 1.883835 -4.191136 0.6 -0.1 0.6
C 4.705019 0.489749 -3.539548 -0.5 0.0 -0.6
C 3.284536 0.063035 -3.109812 0.0 -0.3 -0.2
C 3.020059 0.314643 -1.616466 1.0 0.8 -0.1
C 3.973483 -0.482343 -0.720601 -0.7 -0.3 -0.1
C 4.468733 -1.806033 -1.289918 0.7 -0.2 1.0
C 5.384097 -2.490320 -0.248593 0.0 0.3 -0.7
C 6.594416 -1.659399 0.099849 0.4 0.0 0.3
O 7.264673 -1.272293 -1.098236 -0.2 0.1 0.0
O 3.365268 1.739373 -1.498545 -0.4 0.8 0.5
C 2.242333 2.470990 -1.679381 0.0 1.2 0.1
O 2.148050 3.679507 -1.583385 0.2 -2.6 -0.6
O 1.209957 1.587914 -1.969295 -0.3 1.0 0.4
C 1.543816 0.414497 -1.199637 0.6 -0.9 -0.6
C 0.852416 -0.877408 -1.614743 -1.0 0.2 0.3
C -0.649929 -1.031550 -1.297034 -0.1 0.2 -0.4
C -1.521435 0.180940 -1.629372 -0.4 0.1 0.2
N -1.790358 1.057493 -0.473659 0.2 -0.1 -0.3
C -3.199180 1.375170 -0.302667 0.4 -0.2 0.3
C -3.783112 2.216146 -1.394864 0.0 -0.7 0.9
C -3.071359 2.772860 -2.411257 1.8 -0.3 0.0
C -3.643919 3.510722 -3.403467 0.7 0.3 -0.6
C -4.990847 3.715733 -3.378997 0.2 0.8 -1.0
C -5.709642 3.186432 -2.355381 -2.0 0.6 -0.3
C -5.133603 2.450211 -1.375877 -0.4 -0.6 0.7
O -5.945078 1.976746 -0.379270 -0.3 -0.1 0.2
C 1.263380 0.760521 0.275520 0.2 0.0 0.4
O 2.419837 1.042054 1.053549 0.2 -0.3 0.1
O 2.287833 2.394423 1.504637 -0.3 0.4 -0.1
H 7.014798 4.390755 -0.398163 0.1 0.3 0.0
H 7.477888 2.758383 -0.036136 0.0 -0.1 0.1
H 8.746964 3.938192 -0.276750 0.0 0.2 0.1
H 8.215088 2.275311 -2.182673 0.4 0.1 -0.3
H 8.263276 3.988504 -2.717591 0.1 0.0 -0.1
H 5.837131 2.403100 -1.811034 -0.3 -0.1 0.0
H 5.748778 4.006325 -2.525064 -0.1 0.1 0.2
H 6.433080 3.199144 -4.713831 0.3 0.1 0.0
H 6.870692 1.618789 -3.977023 0.4 0.1 -0.4
H 4.028652 2.527049 -3.743528 -0.1 0.3 -0.1
H 4.602136 1.807849 -5.259958 -0.2 0.0 -0.1
H 5.422965 0.405359 -2.728923 0.0 0.1 0.2
H 5.024100 -0.212765 -4.309164 0.2 -0.2 0.1
H 2.595328 0.645072 -3.715321 -0.3 0.0 0.1
H 3.124770 -0.978505 -3.383473 -0.1 -0.1 0.2
H 3.471071 -0.719194 0.216710 0.0 0.1 0.1
H 4.793183 0.179660 -0.461797 0.2 0.0 -0.1
H 5.074636 -1.693480 -2.181669 -0.3 0.1 -0.3
H 3.647440 -2.500239 -1.453879 -0.2 0.1 -0.4
H 5.750161 -3.416302 -0.686865 -0.1 -0.3 0.1
H 4.808423 -2.685298 0.654030 0.1 -0.2 0.2
H 7.291245 -2.241555 0.707508 -0.1 -0.1 0.2
H 6.314564 -0.787705 0.697304 0.0 0.1 -0.1
H 8.045611 -0.780201 -0.832069 0.1 0.0 -0.1
H 0.981962 -1.074995 -2.674293 0.2 0.2 -0.1
H 1.374429 -1.669821 -1.077091 0.2 -0.1 0.0
H -1.007333 -1.847688 -1.921828 0.0 -0.2 0.0
H -0.842493 -1.355674 -0.274207 0.1 0.0 0.2
H -2.486097 -0.151708 -2.022608 0.0 -0.2 0.0
H -1.069583 0.749291 -2.437904 0.2 0.1 -0.1
H -1.473997 0.576472 0.356311 -0.1 0.1 0.1
H -3.781727 0.440116 -0.192373 -0.1 0.0 -0.2
H -3.319565 1.901609 0.644949 0.0 0.1 0.1
H -2.002260 2.628710 -2.423374 0.2 0.0 0.0
H -3.002458 3.898999 -4.176609 -0.1 0.2 -0.2
H -5.437753 4.313086 -4.157702 -0.3 0.0 0.0
H -6.776937 3.356217 -2.333140 -0.1 -0.1 0.2
H -5.648327 1.112729 -0.078427 0.1 0.0 0.0
H 0.634213 1.642940 0.287719 -0.2 0.1 -0.1
H 0.711202 -0.029516 0.787445 0.1 -0.2 -0.1
H 2.954004 2.440143 2.201559 0.1 -0.2 0.0
C -5.949185 8.662812 -9.037097 0.2 0.0 -0.1
O -4.700517 8.226757 -8.548363 -0.2 -0.3 0.1
C -4.564792 8.347100 -7.142226 0.1 0.1 -0.2
C -3.778804 7.193899 -6.554832 0.1 0.0 0.1
O -4.466969 5.950772 -6.521643 0.0 0.0 0.0
C -4.718773 5.281783 -7.749667 -0.1 0.0 0.0
C -3.492305 4.715888 -8.434156 0.0 0.1 -0.2
O -2.694639 5.736621 -9.009893 0.1 0.1 0.3
C -1.307640 5.496575 -8.907689 -0.2 0.0 -0.1
H -6.012390 9.756645 -9.034060 -0.1 0.0 0.0
H -6.044477 8.308420 -10.062717 0.1 0.0 0.0
H -6.775191 8.243632 -8.452063 0.0 0.1 0.0
H -5.546943 8.393561 -6.658648 0.0 0.0 0.0
H -4.026921 9.280586 -6.930882 -0.1 0.0 0.2
H -3.588120 7.435153 -5.506131 -0.1 0.0 0.0
H -2.804859 7.092786 -7.035152 -0.1 0.0 -0.2
H -5.298916 5.906877 -8.429498 0.2 0.1 -0.1
H -5.354453 4.434268 -7.480210 0.0 0.0 0.1
H -3.817650 4.044722 -9.239939 -0.1 -0.1 0.1
H -2.914175 4.133099 -7.708135 0.0 0.0 0.0
H -1.027978 5.218012 -7.885849 0.0 -0.1 0.0
H -0.794785 6.422130 -9.164873 0.0 0.0 -0.1
H -0.995579 4.711080 -9.604700 0.1 0.0 0.1
C 0.777636 -2.046974 3.567591 -0.1 0.0 -0.2
O 0.549081 -3.272967 2.908629 0.0 -0.1 0.3
C 1.722040 -4.047687 2.723629 -0.2 0.1 -0.2
C 1.445160 -5.527893 2.884245 0.0 -0.1 0.0
O 1.206759 -5.951804 4.216437 0.0 0.0 0.0
C -0.007390 -5.568488 4.850687 0.0 0.0 0.1
C -1.250869 -6.235956 4.305786 -0.2 0.2 -0.1
O -1.606940 -5.723127 3.029952 0.3 -0.1 -0.1
C -2.116904 -6.701345 2.150502 -0.1 0.2 0.1
H 1.259748 -1.331439 2.890019 0.1 0.1 0.1
H -0.188602 -1.648864 3.876076 0.0 0.0 -0.1
H 1.392334 -2.181669 4.463885 0.1 0.0 0.0
H 2.501553 -3.750040 3.433785 0.0 0.0 0.0
H 2.091257 -3.868438 1.703841 0.2 -0.1 0.0
H 2.350903 -6.058305 2.578961 0.0 0.0 0.1
H 0.647812 -5.855605 2.215264 -0.1 0.2 0.0
H -0.116293 -4.483435 4.872994 -0.1 0.0 -0.2
H 0.101011 -5.894037 5.887715 0.0 -0.1 0.0
H -2.083133 -6.039799 4.994056 0.1 -0.1 0.2
H -1.085355 -7.317855 4.257033 0.0 0.0 0.0
H -1.472207 -7.586607 2.125642 -0.1 0.0 0.0
H -2.141677 -6.265315 1.152607 -0.1 0.0 0.0
H -3.133744 -6.991653 2.437104 0.0 -0.1 0.0
C -2.806274 -6.929411 11.994095 0.0 0.2 0.1
O -2.609179 -5.709374 11.314300 -0.1 -0.2 -0.3
C -1.326152 -5.585416 10.725252 -0.1 0.1 0.1
C -1.388904 -4.863583 9.395572 0.1 0.1 -0.1
O -1.959254 -5.611643 8.329988 0.0 0.0 0.0
C -3.354679 -5.879352 8.362042 0.0 -0.1 0.0
C -4.244301 -4.673362 8.144364 -0.1 0.0 0.2
O -4.255472 -3.819080 9.275293 0.3 0.1 -0.1
C -4.302546 -2.446953 8.948249 -0.1 -0.2 0.1
H -2.268158 -6.938997 12.948298 0.0 -0.1 0.0
H -3.872834 -7.028860 12.191390 0.0 0.1 0.0
H -2.490192 -7.782120 11.383241 0.1 0.0 0.0
H -0.868612 -6.569885 10.576625 0.0 0.0 0.0
H -0.692211 -5.005253 11.408660 0.2 -0.1 -0.1
H -0.358647 -4.673982 9.083410 0.0 -0.1 0.0
H -1.870269 -3.890020 9.495734 -0.2 -0.1 0.1
H -3.633401 -6.418801 9.267834 0.0 0.2 0.1
H -3.527283 -6.559973 7.524010 0.0 0.0 0.0
H -5.271331 -5.020957 7.971614 0.0 -0.1 -0.2
H -3.904904 -4.134033 7.252573 0.0 0.0 0.0
H -3.552575 -2.194479 8.190569 0.0 0.0 0.0
H -4.079223 -1.885968 9.854447 -0.1 0.0 0.0
H -5.299173 -2.165124 8.591666 0.0 0.1 -0.1
```
Forces are in eV/Å.

Structure (SMILES)   CCCCCCC[C@@]1(CCCCO)OC(=O)O[C@]1(CCCNCc1ccccc1O)COO.COCCOCCOC.COCCOCCOC.COCCOCCOC
E_LUMO   0.349 eV
DFT total energy   -80178.511 eV
2S+1   1
Orbital gap   0.3226 Eh
Net charge   0